Density functional theory data (ωB97M-V with the def2-TZVPD basis set) for a cluster of 2 separate species, C2H4NO3PS in total.

The geometry in XYZ format:
```
12
Properties=species:S:1:pos:R:3:mulliken_charge:R:1
C -0.439 -0.519 -0.479 -0.001
C -0.167 0.762 1.621 -0.893
N -0.365 -0.024 0.566 0.075
O 1.482 1.045 -1.439 -0.681
O 2.399 -1.006 -0.257 -0.735
O 1.731 -1.140 -2.709 -0.666
P 1.618 -0.431 -1.447 0.852
S -2.911 -1.547 -1.225 -0.873
H -0.352 0.226 2.536 0.308
H 0.795 1.115 1.637 0.347
H -0.854 1.665 1.480 0.280
H -2.936 -0.147 -0.284 -0.014
```

The lowest unoccupied orbital energy comes out at 6.0 eV. The calculation puts the energy at -29894.389 eV. Its total charge is -2. The energy relative to the best compared isomer or geometry (same formula, charge and spin) is 446.5 kJ/mol. Its highest occupied orbital energy is 0.078 eV. The value obtained for the frontier orbital gap is 5.960 eV. Its largest force on an atom is 0.0749 hartree/bohr.